#1
C10H42O16 | ωB97M-V with the def2-TZVPD basis set

```
! RIJCOSX wB97M-V def2-TZVPD def2/J DEFGRID3
* xyz 0 1
O 19.75 -13.79 19.57
C 19.55 -13.39 18.25
C 20.83 -13.33 17.44
O 20.61 -12.61 16.19
H 20.30 -14.58 19.52
H 18.83 -14.03 17.75
H 19.03 -12.38 18.22
H 21.33 -14.27 17.34
H 21.60 -12.66 17.93
H 20.75 -11.65 16.29
O 23.38 -19.60 14.84
C 23.29 -18.54 15.78
C 23.62 -17.28 14.98
O 23.23 -16.30 15.97
H 22.97 -20.42 15.12
H 22.28 -18.50 16.13
H 24.03 -18.55 16.55
H 23.13 -17.15 14.05
H 24.68 -17.13 14.77
H 23.20 -15.38 15.58
O 23.36 -11.38 16.00
C 24.62 -10.77 15.81
C 24.48 -9.32 15.39
O 25.75 -8.98 15.14
H 22.93 -10.91 16.71
H 25.10 -10.89 16.75
H 25.12 -11.37 15.06
H 24.11 -8.61 16.17
H 23.81 -9.16 14.55
H 26.31 -9.10 15.95
O 28.55 -12.53 12.89
C 27.78 -12.24 14.01
C 28.51 -12.34 15.37
O 27.63 -12.04 16.40
H 28.75 -13.47 12.87
H 27.35 -11.26 13.87
H 26.94 -13.02 13.98
H 29.30 -11.65 15.31
H 28.87 -13.37 15.54
H 26.92 -12.67 16.18
O 24.55 -12.69 18.40
C 24.45 -14.09 18.08
C 25.54 -14.50 17.18
O 25.46 -13.63 16.09
H 24.26 -12.20 17.67
H 24.31 -14.63 19.06
H 23.51 -14.10 17.47
H 25.43 -15.46 16.71
H 26.51 -14.43 17.57
H 24.57 -13.72 15.69
O 22.83 -10.26 18.53
H 22.54 -9.45 18.11
H 22.01 -10.68 18.78
O 21.65 -16.66 18.05
H 22.40 -16.64 17.48
H 21.87 -16.39 18.90
O 22.75 -13.01 20.50
H 23.23 -12.55 19.86
H 22.43 -12.31 21.09
O 21.90 -15.53 20.62
H 21.43 -15.51 21.46
H 22.33 -14.67 20.53
O 23.26 -14.01 14.74
H 23.55 -14.00 13.82
H 23.01 -13.14 14.99
O 25.60 -9.64 19.51
H 25.74 -9.76 20.43
H 24.71 -10.00 19.59
*
```

## Properties
- Molar mass: 418.43 g mol⁻¹
- Structure (SMILES): OCCO.OCCO.OCCO.OCCO.OCCO.O.O.O.O.O.O
- Gap between HOMO and LUMO: 9.13 eV

=====

#2
C10H42O16 | ωB97M-V with the def2-TZVPD basis set

```
! RIJCOSX wB97M-V def2-TZVPD def2/J DEFGRID3
* xyz 0 1
O 2.80 -1.67 -0.13
C 3.68 -2.73 -0.41
C 4.71 -2.96 0.67
O 5.47 -4.15 0.42
H 2.20 -1.53 -0.90
H 3.22 -3.73 -0.69
H 4.13 -2.45 -1.37
H 4.12 -2.99 1.60
H 5.41 -2.16 0.70
H 5.96 -4.36 1.23
O -1.28 2.32 1.65
C -0.04 2.73 2.22
C 0.09 4.31 2.25
O 1.45 4.69 2.32
H -1.98 2.32 2.37
H 0.00 2.31 3.20
H 0.73 2.33 1.65
H -0.48 4.68 3.13
H -0.28 4.82 1.35
H 2.02 4.15 1.74
O 4.11 1.48 -1.75
C 4.43 1.65 -0.42
C 3.15 2.31 0.16
O 3.06 2.12 1.58
H 3.14 1.38 -1.73
H 4.61 0.69 0.00
H 5.44 2.16 -0.34
H 2.30 1.89 -0.25
H 2.96 3.42 -0.02
H 2.81 1.20 1.77
O -2.58 -3.76 -1.18
C -1.34 -3.88 -1.88
C -0.42 -2.90 -1.30
O 0.81 -3.07 -1.88
H -2.88 -2.84 -1.33
H -0.96 -4.89 -1.78
H -1.59 -3.84 -2.93
H -0.24 -2.96 -0.24
H -0.81 -1.88 -1.54
H 0.73 -3.33 -2.81
O -3.55 3.02 -0.85
C -4.05 1.92 -0.19
C -5.22 1.45 -0.91
O -5.75 0.28 -0.31
H -2.93 3.41 -0.26
H -3.38 1.12 0.07
H -4.38 2.35 0.77
H -4.94 1.04 -1.87
H -5.98 2.11 -1.03
H -6.45 -0.11 -0.85
O -3.03 -1.11 -1.25
H -2.68 -0.32 -1.59
H -2.97 -1.10 -0.33
O -1.40 0.94 -1.98
H -0.73 1.18 -1.31
H -1.66 1.77 -2.36
O -0.68 -1.29 3.08
H -0.85 -2.23 3.35
H -1.02 -1.27 2.16
O 1.40 0.31 -1.83
H 0.90 -0.06 -1.10
H 0.76 0.18 -2.55
O -0.13 -0.24 0.35
H -0.03 0.54 0.90
H -1.05 -0.15 0.17
O -2.69 -1.45 1.22
H -2.99 -2.28 1.52
H -3.17 -0.90 1.81
*
```

## Properties
- Molar mass: 418.43 g mol⁻¹
- Structure (SMILES): OCCO.OCCO.OCCO.OCCO.OCCO.O.O.O.O.O.O
- Gap between HOMO and LUMO: 9.35 eV

=====

The structure with the most favorable energy is #1; the runner-up is 15.0 kcal/mol above it.

=====

#1
H11NO4 | ωB97M-V with the def2-TZVPD basis set

```
! RIJCOSX wB97M-V def2-TZVPD def2/J DEFGRID3
* xyz 0 1
N -2.77 0.87 0.30
H -3.29 1.71 0.30
H -2.26 0.80 1.19
H -2.08 0.95 -0.47
H -0.38 -0.60 -1.37
H -1.12 -1.72 -1.90
O -1.22 -0.86 -1.79
H 1.35 0.62 -1.65
H 0.58 -1.31 0.03
O 1.00 0.34 -0.83
H 2.09 -0.24 0.11
H 3.64 -0.01 0.64
O 2.87 -0.64 0.59
H 0.25 0.42 0.91
H -0.11 -0.59 1.87
O -0.07 0.39 1.80
*
```

## Properties
- Molar mass: 89.09 g mol⁻¹
- Gap between HOMO and LUMO: 4.91 eV

=====

#2
H11NO4 | ωB97M-V with the def2-TZVPD basis set

```
! RIJCOSX wB97M-V def2-TZVPD def2/J DEFGRID3
* xyz 0 1
N 0.93 1.00 -3.60
H 1.19 1.91 -3.24
H 1.48 0.54 -4.30
H 0.13 1.16 -4.18
O -0.44 0.11 2.03
H -1.22 0.58 2.35
H -0.29 -0.77 1.74
O -0.47 -3.18 1.52
H 0.12 -3.61 0.85
H -1.37 -3.34 1.26
O 0.86 -0.74 -1.30
H 1.70 -0.24 -1.17
H 0.52 -0.42 -2.17
O -0.89 2.74 1.68
H -0.16 2.10 1.22
H -0.73 3.60 1.32
*
```

## Properties
- Molar mass: 89.09 g mol⁻¹
- Structure (SMILES): N.O.O.O.O
- Gap between HOMO and LUMO: 11.16 eV

=====

The structure with the most favorable energy is #2; the runner-up is 126.4 kcal/mol above it.

=====

#1
C20H35ClMgN5O4 | ωB97M-V with the def2-TZVPD basis set

```
! RIJCOSX wB97M-V def2-TZVPD def2/J DEFGRID3
* xyz 1 1
Mg 14.65 -14.96 -17.50
Cl 16.64 -16.75 -19.70
O 15.43 -16.42 -18.95
O 17.72 -16.84 -18.77
O 16.42 -17.99 -20.38
O 16.88 -15.68 -20.65
C 13.77 -13.36 -22.95
C 14.05 -12.15 -22.07
C 13.16 -12.12 -20.82
C 13.63 -13.06 -19.80
N 14.03 -13.75 -18.98
H 13.92 -14.37 -22.54
H 14.18 -13.28 -23.95
H 12.67 -13.41 -23.08
H 13.75 -11.26 -22.61
H 15.11 -12.09 -21.82
H 12.12 -12.43 -21.00
H 13.00 -11.17 -20.31
C 15.24 -15.46 -11.05
C 14.80 -15.74 -12.50
C 15.93 -16.20 -13.42
C 15.60 -16.20 -14.85
N 15.39 -16.24 -15.97
H 15.68 -16.32 -10.55
H 14.26 -15.30 -10.59
H 15.84 -14.56 -10.95
H 14.37 -14.85 -12.95
H 14.03 -16.51 -12.39
H 16.27 -17.19 -13.11
H 16.77 -15.50 -13.35
C 15.17 -11.22 -13.89
C 13.71 -11.42 -13.46
C 12.80 -11.87 -14.60
C 13.40 -12.87 -15.48
N 13.90 -13.68 -16.11
H 15.20 -10.77 -14.89
H 15.73 -12.14 -14.09
H 15.74 -10.65 -13.16
H 13.34 -10.48 -13.06
H 13.66 -12.07 -12.59
H 12.40 -11.04 -15.18
H 11.85 -12.28 -14.21
C 9.19 -17.44 -16.83
C 10.39 -18.21 -16.30
C 11.45 -18.38 -17.40
C 12.29 -17.17 -17.56
N 12.96 -16.24 -17.56
H 8.42 -17.30 -16.07
H 8.80 -18.05 -17.64
H 9.46 -16.46 -17.24
H 10.04 -19.23 -16.09
H 10.82 -17.90 -15.35
H 11.15 -18.84 -18.33
H 12.22 -19.06 -17.01
C 18.78 -12.79 -19.99
C 19.26 -12.14 -18.67
C 19.01 -13.08 -17.49
C 17.67 -13.63 -17.36
N 16.61 -14.04 -17.30
H 18.99 -12.25 -20.90
H 17.70 -12.99 -19.93
H 19.21 -13.79 -20.04
H 18.85 -11.15 -18.52
H 20.34 -12.05 -18.80
H 19.30 -12.61 -16.55
H 19.66 -13.96 -17.56
*
```

## Properties
- Molar mass: 469.29 g mol⁻¹
- Gap between HOMO and LUMO: 8.97 eV

=====

#2
C20H35ClMgN5O4 | ωB97M-V with the def2-TZVPD basis set

```
! RIJCOSX wB97M-V def2-TZVPD def2/J DEFGRID3
* xyz 1 1
Mg 1.22 -1.54 2.49
Cl -0.12 0.38 0.06
O -0.74 0.93 1.22
O -1.05 -0.05 -0.94
O 0.80 1.33 -0.49
O 0.53 -0.79 0.52
C -5.18 2.31 -0.87
C -3.70 2.60 -0.55
C -3.39 3.95 0.11
C -3.83 5.17 -0.46
N -4.21 6.16 -0.90
H -5.42 2.90 -1.76
H -5.72 2.68 0.01
H -5.44 1.26 -1.00
H -3.12 2.44 -1.46
H -3.36 1.88 0.20
H -2.32 4.10 0.00
H -3.67 3.96 1.16
C -0.31 -3.21 -2.16
C 0.58 -3.38 -3.38
C 1.81 -4.24 -3.18
C 2.76 -3.88 -2.13
N 3.49 -3.65 -1.30
H -0.95 -2.33 -2.14
H 0.14 -3.32 -1.18
H -1.19 -3.84 -2.12
H 0.88 -2.41 -3.78
H -0.05 -3.81 -4.15
H 2.28 -4.34 -4.15
H 1.37 -5.23 -3.02
C -1.37 3.87 5.05
C -0.81 2.46 4.70
C 0.74 2.40 4.62
C 1.16 1.14 4.03
N 1.48 0.13 3.61
H -0.98 4.24 6.01
H -2.46 3.83 5.08
H -1.10 4.56 4.25
H -1.21 2.09 3.76
H -1.17 1.74 5.44
H 1.04 2.50 5.66
H 1.20 3.21 4.05
C 3.51 3.86 -3.18
C 3.13 4.39 -1.82
C 1.61 4.41 -1.59
C 1.23 4.57 -0.17
N 0.98 4.71 0.99
H 2.87 4.22 -3.98
H 3.43 2.77 -3.19
H 4.51 4.01 -3.58
H 3.62 5.36 -1.74
H 3.70 3.80 -1.10
H 1.29 3.40 -1.85
H 1.17 5.20 -2.21
C 0.43 -8.15 -0.21
C 0.40 -6.63 -0.22
C 1.57 -5.89 0.52
C 1.18 -4.53 1.06
N 0.94 -3.50 1.54
H 0.41 -8.55 0.80
H 1.44 -8.35 -0.57
H -0.35 -8.65 -0.79
H -0.49 -6.29 0.32
H 0.34 -6.24 -1.24
H 2.47 -5.75 -0.07
H 2.00 -6.34 1.41
*
```

## Properties
- Molar mass: 469.29 g mol⁻¹
- Gap between HOMO and LUMO: 7.88 eV

=====

The structure with the most favorable energy is #1; the runner-up is 103.1 kcal/mol above it.